DFT (wB97M-V/def2-TZVPD) results for a 2-piece molecular cluster, C17H21Cl2O6 overall in a non-equilibrium geometry.

```
46
Properties=species:S:1:pos:R:3:nbo_charge:R:1
C -5.02144 2.18003 2.65275 -0.5975
C -4.20486 0.94974 2.26365 -0.4006
C -2.94279 1.31329 1.50710 -0.4004
C -2.10133 0.08612 1.09721 -0.4021
C -1.57816 -0.70274 2.22666 -0.4789
C -1.66938 -2.15252 2.26542 0.7414
O -1.26836 -2.88970 3.15040 -0.6872
O -2.26800 -2.64640 1.14167 -0.5622
C -2.26733 -4.08398 1.13416 -0.0716
C -2.42692 -4.61979 -0.26173 -0.6187
C -0.84387 -0.10753 3.33490 0.7411
O -0.42852 -0.67483 4.33059 -0.6818
O -0.61722 1.22276 3.14128 -0.5611
C 0.18212 1.77261 4.19796 -0.0699
C 0.75584 3.10288 3.79170 -0.6185
H -5.93757 1.87635 3.16480 0.1919
H -4.44842 2.82349 3.32859 0.1957
H -5.29356 2.76103 1.76543 0.1872
H -3.92867 0.38326 3.16258 0.2142
H -4.80829 0.27775 1.64028 0.1811
H -3.20016 1.87418 0.59730 0.1703
H -2.29800 1.93135 2.14130 0.2199
H -2.70298 -0.59947 0.48516 0.2141
H -1.24600 0.43655 0.49694 0.1790
H -1.31332 -4.43706 1.54495 0.1959
H -3.07816 -4.43514 1.78982 0.1673
H -2.32336 -5.70468 -0.20531 0.1971
H -3.41277 -4.39778 -0.67900 0.1968
H -1.64008 -4.23941 -0.91992 0.2021
H -0.43182 1.86581 5.10634 0.1696
H 1.00128 1.07539 4.40877 0.1931
H 1.42022 3.42971 4.59255 0.1962
H 1.35561 3.00987 2.88158 0.2030
H -0.01181 3.87096 3.66095 0.1981
Cl 6.21075 -0.34447 1.30975 0.0639
C 4.66971 -0.73369 0.69972 -0.0757
C 3.93536 0.15380 -0.00645 -0.2713
C 2.58573 -0.12127 -0.52344 0.4817
O 1.93200 0.69105 -1.17813 -0.4620
C 2.06762 -1.48904 -0.16943 -0.0643
Cl 0.49212 -1.85187 -0.71869 0.1111
C 2.81278 -2.38873 0.50858 -0.2816
C 4.18001 -2.13276 0.98903 0.4800
O 4.86201 -2.97732 1.56834 -0.4799
H 4.35421 1.13549 -0.20507 0.2402
H 2.38869 -3.36793 0.70723 0.2533
```

Calculated values
Energy above the lowest of the compared OMol25 structures with the same formula, charge and spin (kcal/mol): 8.5
Kohn-Sham gap (eV): 3.1
Net charge: -1
HOMO (Ha): -0.1092
LUMO energy (hartree): 0.00462

=====

DFT (wB97M-V/def2-TZVPD) results for C17H21Cl3O4Pb as an isolated structure in a non-equilibrium geometry.

```
46
Properties=species:S:1:pos:R:3:nbo_charge:R:1
C -0.80719 0.52155 -3.58007 -0.0761
C -1.65302 -0.61554 -3.41746 -0.0492
C -0.81083 -1.74175 -3.15318 0.1122
C -3.12525 -0.58470 -3.47281 -0.6675
C 0.54657 -1.29630 -3.15969 -0.1148
C 0.54322 0.11360 -3.39500 0.0982
C 1.73229 0.96576 -3.53686 -0.6743
C -1.26126 1.89784 -3.91009 -0.6473
C -1.28582 -3.11043 -2.89097 -0.6890
C 1.70357 -2.17988 -2.99984 -0.6505
Pb -0.64725 0.11879 0.49004 1.4001
Cl -4.53028 -2.79008 -0.71850 -0.9780
Cl 0.08560 2.62601 -1.06250 -0.4208
Cl 0.68341 -2.04396 0.58319 -0.7026
H -3.49291 0.44239 -3.43386 0.2011
H -3.52304 -1.16398 -2.61734 0.2850
H -3.51851 -1.07032 -4.39033 0.1934
H -2.07577 -3.08453 -2.12116 0.2927
H -0.45441 -3.70884 -2.52259 0.2131
H -1.71020 -3.61070 -3.76387 0.2083
H 1.78850 -2.55583 -1.96733 0.2362
H 2.61888 -1.65296 -3.25656 0.1957
H 1.60175 -3.04526 -3.66006 0.1883
H 2.63387 0.42451 -3.24563 0.2115
H 1.63254 1.85714 -2.89255 0.2580
H 1.82736 1.29895 -4.56988 0.1985
H -2.23724 2.09530 -3.44902 0.2138
H -1.35982 2.02440 -5.00021 0.1865
H -0.57358 2.64841 -3.48915 0.2315
O 1.26981 1.04910 -0.05658 -0.8895
H 1.28889 1.28037 0.92433 0.4839
O 2.57976 2.16669 4.52491 -0.7033
C 1.68244 1.60691 5.36295 0.3700
C 1.85623 1.80560 6.73498 -0.3037
C 0.98191 1.22794 7.64114 -0.1899
C -0.04935 0.38835 7.17765 -0.2888
C -0.21991 0.15432 5.79774 -0.1320
C 0.62073 0.78439 4.87639 -0.2519
C 0.47893 0.60722 3.37986 0.7936
O -0.50321 -0.09792 2.97208 -0.7250
O 1.34473 1.17154 2.58574 -0.7764
H 2.24544 1.86480 3.57603 0.5140
H 2.69885 2.41265 7.03967 0.2095
H 1.11926 1.42116 8.71220 0.1971
H -0.72501 -0.09775 7.89900 0.2002
H -1.00070 -0.52492 5.45520 0.2381
```

Calculated values
Kohn-Sham gap (alpha / beta) (eV): 6.2 / 6.0
Net charge: -2
HOMO (alpha / beta) (Ha): -0.0697 / -0.0666
LUMO energy (alpha / beta) (hartree): 0.15825 / 0.15485

=====

DFT (wB97M-V/def2-TZVPD) results for C17H21ClI2N2OPtS2Se as an isolated structure.

```
48
Properties=species:S:1:pos:R:3:nbo_charge:R:1
Pt -0.36458 -0.01198 -0.91934 0.6308
I 1.18828 2.85902 -3.18946 0.1999
C 1.49201 0.96317 -4.06745 -0.7162
I 1.73556 -0.63867 -2.67565 0.2926
H 2.39140 0.99605 -4.67076 0.2525
H 0.62038 0.71495 -4.66142 0.2484
Cl 0.75544 -1.06000 1.62374 -0.0419
C -0.11942 -1.78447 0.21429 -0.6916
H -1.02772 -2.22851 0.60718 0.2118
H 0.52623 -2.54857 -0.21043 0.2027
N 0.08825 2.92203 0.57536 -0.7985
C -1.03910 2.31086 0.98134 0.3229
N -1.50470 1.22496 0.43099 -0.6509
C -2.72128 0.80229 1.05692 0.3700
C -3.34186 -0.55431 0.97725 0.0146
C -4.19092 -0.97935 2.09319 -0.2063
C -4.50435 -0.12320 3.07586 -0.1677
C -3.87989 1.18339 3.19215 -0.1821
C -2.98740 1.57864 2.28023 -0.2011
S -1.92105 2.96605 2.33673 0.4083
H 0.38997 2.74862 -0.37671 0.4071
H 0.30915 3.82422 0.96619 0.4222
H -2.87061 -1.31115 0.36275 0.2006
H -4.54811 -1.99966 2.10987 0.2372
H -5.16770 -0.43502 3.87079 0.2428
H -4.08019 1.78104 4.07127 0.2444
C -2.89926 1.54361 -2.76068 -0.7547
S -1.87007 0.07177 -2.86648 0.3324
C -3.13057 -1.19621 -2.65772 -0.7463
O -3.80918 0.57275 0.19183 -0.4877
H -3.45333 1.54730 -1.82570 0.2604
H -3.57427 1.53722 -3.61488 0.2522
H -2.24063 2.40672 -2.83041 0.2421
H -3.73902 -1.22685 -3.55959 0.2544
H -3.74803 -0.96034 -1.79477 0.2463
H -2.62259 -2.14919 -2.53075 0.2460
Se 3.19478 0.82151 0.64676 0.7760
C 4.50426 -0.42355 0.96279 -0.3172
C 4.23559 -1.81246 0.92008 -0.1808
C 5.26278 -2.69460 1.14604 -0.1828
C 6.54979 -2.21858 1.42096 -0.0689
C 6.81839 -0.84822 1.46468 -0.1948
C 5.80968 0.05509 1.23459 -0.1668
H 3.23232 -2.16398 0.72912 0.2376
H 5.07741 -3.75918 1.11938 0.2508
H 7.34901 -2.92372 1.60525 0.2494
H 7.81781 -0.49795 1.68009 0.2567
H 6.00736 1.11846 1.26450 0.2431
```

Calculated values
Energy above the lowest of the compared OMol25 structures with the same formula, charge and spin (kcal/mol): 0.0
Kohn-Sham gap (alpha / beta) (eV): 7.2 / 4.4
2S+1: 5
Net charge: +2
HOMO (alpha / beta) (Ha): -0.4802 / -0.4966
LUMO energy (alpha / beta) (hartree): -0.21565 / -0.33437
Expectation value of S²: 6.03

=====

DFT (wB97M-V/def2-TZVPD) results for a 3-piece molecular cluster, C17H21F16IO6S overall in a non-equilibrium geometry.

```
62
Properties=species:S:1:pos:R:3:nbo_charge:R:1
C 1.08804 -0.46057 0.91629 -0.6195
C 1.57555 0.93774 0.50134 -0.3961
C 0.45442 1.91709 0.11805 -0.4099
C -0.85588 1.67818 0.84194 0.0824
C -1.81234 2.85905 0.54700 -0.6554
O -0.65858 1.50002 2.24298 -0.7025
S -1.96476 0.91832 3.03670 1.7735
O -1.40208 0.31638 4.17654 -0.9140
O -2.56807 -0.38285 2.18100 -0.7056
C -3.67408 -0.03687 1.37190 -0.2120
C -3.52570 -0.66230 -0.02025 0.4993
O -3.95378 -0.19532 -0.95664 -0.4745
I -2.43976 -2.54433 -0.13530 -0.0014
H 1.88089 -1.15678 0.70017 0.2165
H 0.20123 -0.79118 0.39336 0.2022
H 0.96496 -0.48350 1.98816 0.2136
H 2.21520 1.34449 1.27216 0.2043
H 2.19143 0.80152 -0.37960 0.2008
H 0.28413 1.83201 -0.94763 0.2202
H 0.76576 2.93797 0.31401 0.2051
H -1.31167 0.81358 0.37279 0.1754
H -1.30600 3.59353 -0.06406 0.2246
H -2.68671 2.53634 -0.00779 0.2103
H -2.13615 3.36880 1.44695 0.2216
H -4.59856 -0.44308 1.76984 0.2226
H -3.77248 1.03350 1.23914 0.2165
C 0.72117 -3.90687 4.54487 -0.1403
C 1.11335 -5.00485 5.54308 0.5940
C 2.53444 -4.93444 6.09688 0.5184
F 3.45322 -5.04477 5.11227 -0.3208
F 2.73357 -5.96184 6.95906 -0.3231
F 0.88144 -6.21640 4.99167 -0.3111
F 0.26840 -4.89165 6.60598 -0.3263
O 0.81407 -4.24024 3.17392 -0.5028
C 2.03066 -4.11829 2.54877 0.8481
C 2.56358 -5.46525 2.06666 0.5025
F 2.70104 -6.32098 3.09918 -0.3156
F 3.78224 -5.29558 1.50255 -0.3226
F 2.91185 -3.48018 3.34442 -0.3188
F 1.83191 -3.32627 1.47320 -0.3212
H -0.33955 -3.72372 4.70491 0.2339
H 1.21254 -2.95947 4.76471 0.2126
H 2.69656 -3.99713 6.63692 0.1425
H 1.88538 -5.90510 1.33240 0.1512
C -0.80692 2.81838 -6.61910 -0.1391
C -1.20343 2.13912 -5.30083 0.5942
C -2.06528 2.96469 -4.34848 0.5184
F -1.43688 4.09441 -3.95202 -0.3215
F -2.33124 2.23902 -3.23578 -0.3239
F -0.09142 1.70210 -4.67010 -0.3104
F -1.92614 1.03272 -5.62971 -0.3236
O 0.47453 3.41372 -6.66016 -0.5027
C 0.62038 4.69007 -6.17182 0.8462
C 1.54132 4.72614 -4.95348 0.5018
F 1.05923 3.94195 -3.96707 -0.3184
F 1.61630 5.99030 -4.47893 -0.3207
F -0.57902 5.24651 -5.91257 -0.3182
F 1.18962 5.42238 -7.15223 -0.3184
H -0.75676 2.02230 -7.35936 0.2309
H -1.58032 3.49736 -6.97753 0.2094
H -3.01747 3.23866 -4.81170 0.1439
H 2.54260 4.38143 -5.21964 0.1533
```

Calculated values
Kohn-Sham gap (eV): 9.9
Net charge: 0
HOMO (Ha): -0.3559
LUMO energy (hartree): 0.00928

=====

DFT (wB97M-V/def2-TZVPD) results for one molecule with the formula C17H21FN2O4.

```
45
Properties=species:S:1:pos:R:3:nbo_charge:R:1
C -9.07068 -0.98634 -0.24612 -0.6000
C -7.87923 -1.11801 0.69443 -0.3861
C -6.64785 -0.39291 0.15565 -0.3956
C -5.45075 -0.53796 1.09249 -0.3864
C -4.23671 0.28654 0.66632 -0.3816
C -3.61936 -0.20571 -0.64894 -0.4945
C -2.39961 0.61102 -0.98293 0.6777
O -2.36723 1.50408 -1.80198 -0.6146
N -1.28041 0.32241 -0.25663 -0.1582
O -1.24817 -0.71915 0.66261 -0.5490
C -0.02990 0.99572 -0.50343 -0.1605
C 0.41690 1.98721 0.56896 -0.5176
C 1.90881 1.77556 0.68086 0.7118
O 2.70786 2.46123 1.25004 -0.5431
N 2.21242 0.58220 0.02048 -0.4822
C 3.50963 0.00313 0.02954 0.1048
C 4.61534 0.80291 -0.23316 -0.1673
C 5.88129 0.24862 -0.22095 -0.2763
C 6.01783 -1.10264 0.04334 0.3997
F 7.24943 -1.64619 0.04991 -0.3198
C 4.92604 -1.91199 0.30127 -0.2657
C 3.66269 -1.35098 0.30010 -0.1854
C 1.12184 0.00099 -0.58524 0.7045
O 1.07211 -1.10150 -1.06704 -0.5804
H -8.83755 -1.41160 -1.21988 0.2004
H -9.33274 0.06026 -0.38480 0.2009
H -9.93661 -1.50641 0.15663 0.2081
H -7.64227 -2.17537 0.83404 0.1930
H -8.14200 -0.70710 1.67196 0.1931
H -6.40336 -0.79930 -0.82721 0.1928
H -6.88106 0.66687 0.02988 0.1951
H -5.16716 -1.59082 1.16007 0.1941
H -5.74843 -0.21369 2.09259 0.2029
H -4.52682 1.33293 0.55203 0.2039
H -3.47983 0.22691 1.45072 0.2132
H -4.32736 -0.08162 -1.46720 0.2334
H -3.35301 -1.25950 -0.55345 0.2199
H -0.85298 -1.49594 0.22565 0.4843
H -0.15615 1.49028 -1.47605 0.2831
H 0.18211 3.02532 0.34139 0.2533
H -0.03970 1.74016 1.53090 0.2557
H 4.48706 1.85348 -0.43607 0.2357
H 6.75488 0.84911 -0.41693 0.2349
H 5.07017 -2.96099 0.50404 0.2326
H 2.80032 -1.96516 0.50052 0.2354
```

Calculated values
Energy above the lowest of the compared OMol25 structures with the same formula, charge and spin (kcal/mol): 0.1
Kohn-Sham gap (eV): 9.8
Net charge: 0
HOMO (Ha): -0.3432
LUMO energy (hartree): 0.01842
SMILES string: CCCCCCC(=O)N(O)[C@H]1CC(=O)N(c2ccc(F)cc2)C1=O

=====

Number 1: E_tot -2032.23409 Eh. Number 2: E_tot -2534.88485 Eh. Number 3: E_tot -5217.13678 Eh. Number 4: E_tot -3405.50057 Eh. Number 5: E_tot -1170.74650 Eh.